No. 1
Formula: C4H11N2S
Source: the Open Molecules 2025 dataset
Level of theory: ωB97M-V/def2-TZVPD

As for the max |F|: 0.0862 hartree/bohr. Its total energy is -666.42005 Eh. The structure (SMILES) is C[C@@]1(N)[NH2+]CCS1. Its net charge is +1.

CARTESIAN COORDINATES (ANGSTROEM)
C (0.88768, -0.57017, -1.39061)
C (-0.44655, -0.49481, -2.10781)
C (-0.48946, 0.24124, 0.45428)
C (-0.89391, 0.06624, 1.93893)
N (-0.01972, 1.80248, 0.20797)
N (0.76627, -0.58018, 0.08143)
S (-1.69703, -0.43429, -0.75086)
H (1.40950, -1.54065, -1.57343)
H (1.39875, 0.38784, -1.68554)
H (-0.53558, 0.41396, -2.71885)
H (-0.54659, -1.49736, -2.75296)
H (-1.13347, -0.98736, 2.13913)
H (-1.80175, 0.54984, 1.95943)
H (-0.19098, 0.48290, 2.72763)
H (-0.00220, 2.30031, 1.14442)
H (-0.60321, 2.25569, -0.44542)
H (0.48397, -1.44567, 0.47348)
H (1.62643, -0.05847, 0.49524)

Atoms 1-2, force components in eV/Å:
1.4643 -0.0880 -0.8579
-0.8833 -2.1917 -0.5346

Atom charges from the natural (NBO) analysis, given in e for atoms 1 to 8: number 1, C, carries -0.2619; number 2, C, carries -0.5495; number 3, C, carries 0.1596; number 4, C, carries -0.6694; number 5, N, carries -0.8783; number 6, N, carries -0.5564; number 7, S, carries 0.2811; number 8, H, carries 0.2464

=====

No. 2
Formula: C4H11N2S
Source: the Open Molecules 2025 dataset
Level of theory: ωB97M-V/def2-TZVPD

As for the max |F|: 0.0714 hartree/bohr. Its total energy is -666.36094 Eh. Its net charge is +1.

CARTESIAN COORDINATES (ANGSTROEM)
C (0.81494, 1.40829, -0.24059)
C (1.99964, 0.62521, 0.30617)
C (-0.15932, -0.81035, -0.20704)
C (-1.83543, -0.22107, 1.43716)
N (-0.82822, -1.78101, -0.91622)
N (-0.00936, 0.44990, -1.01026)
S (1.40776, -1.08147, 0.62545)
H (0.20689, 1.80374, 0.57385)
H (1.14363, 2.23168, -0.87627)
H (2.82113, 0.55827, -0.40735)
H (2.37614, 1.04699, 1.23625)
H (-1.67996, -1.05036, 2.09423)
H (-2.69023, -0.26573, 0.79110)
H (-1.52316, 0.74006, 1.78885)
H (-1.19500, -2.52709, -0.34094)
H (-0.34659, -2.17466, -1.72248)
H (-0.94472, 0.81784, -1.21945)
H (0.44185, 0.22978, -1.91248)

Atoms 1-2, force components in eV/Å:
0.4465 0.4349 0.4183
0.1822 -0.4717 0.0680

Atom charges from the natural (NBO) analysis, given in e for atoms 1 to 8: number 1, C, carries -0.2338; number 2, C, carries -0.5425; number 3, C, carries 0.1316; number 4, C, carries -0.4736; number 5, N, carries -0.8783; number 6, N, carries -0.5513; number 7, S, carries 0.2821; number 8, H, carries 0.2391

=====

No. 3
Formula: C4H11N2S2
Source: the Open Molecules 2025 dataset
Level of theory: ωB97M-V/def2-TZVPD

As for the max |F|: 0.0505 hartree/bohr. Its total energy is -1064.50541 Eh. Its net charge is +1.

CARTESIAN COORDINATES (ANGSTROEM)
C (0.42591, 1.00286, -0.63043)
C (-0.35472, 2.24012, -0.38270)
C (1.99975, -2.17664, 0.95722)
C (-2.76393, -0.31573, 0.53110)
N (-0.24308, -1.06426, -0.06106)
N (1.44340, 0.92372, -1.37198)
S (1.01670, -2.02274, -0.61380)
S (-1.75600, -1.12484, -0.76979)
H (-1.42343, 2.10004, -0.23472)
H (-0.08407, 3.06164, -1.09934)
H (0.11073, 2.61448, 0.59504)
H (1.93962, -1.31534, 1.66542)
H (3.12647, -2.22792, 0.89110)
H (1.56534, -2.95222, 1.63578)
H (-2.25241, 0.53822, 0.92940)
H (-2.93461, -1.03385, 1.34827)
H (-3.60889, -0.00781, -0.02809)
H (1.96117, 1.77281, -1.74532)
H (1.83207, -0.01256, -1.61610)

Atoms 1-2, force components in eV/Å:
-1.5097 -1.2883 0.1375
2.1068 1.0600 1.0840

Atom charges from the natural (NBO) analysis, given in e for atoms 1 to 8: number 1, C, carries 0.4800; number 2, C, carries -0.7523; number 3, C, carries -0.8027; number 4, C, carries -0.7317; number 5, N, carries -0.7406; number 6, N, carries -0.7158; number 7, S, carries 0.5595; number 8, S, carries 0.5585

=====

No. 4
Formula: C4H11N3
Source: the Open Molecules 2025 dataset
Level of theory: ωB97M-V/def2-TZVPD

As for the max |F|: 0.1019 hartree/bohr. Its spin multiplicity is 2. Its total energy is -323.14669 Eh. Its net charge is -1. Its expectation value of S² is 0.75.

CARTESIAN COORDINATES (ANGSTROEM)
C (1.52590, -0.30261, -0.84408)
C (1.64216, -0.33714, 0.68532)
C (0.15625, -0.38063, 1.09015)
N (-2.51382, 0.54604, -0.37554)
C (-1.77739, 1.24900, 0.34906)
N (-0.52142, 0.89736, 1.05693)
N (1.04877, -1.45843, -1.62716)
H (0.95007, 0.62936, -1.17256)
H (2.54247, -0.00174, -1.38576)
H (2.06358, 0.57120, 1.14378)
H (2.09484, -1.28292, 0.96110)
H (-0.46724, -1.10858, 0.39084)
H (0.05509, -0.87318, 2.12403)
H (-1.95134, -0.11563, -0.98374)
H (-2.03623, 2.31050, 0.45076)
H (-0.44352, 1.52712, 1.85228)
H (0.19923, -1.21569, -2.10396)
H (1.61690, -1.70699, -2.33910)

Atoms 1-2, force components in eV/Å:
2.8311 2.8614 -3.3576
-2.3072 -0.4244 -1.6085

Atom charges from the natural (NBO) analysis, given in e for atoms 1 to 8: number 1, C, carries -0.6347; number 2, C, carries -0.4854; number 3, C, carries -0.2564; number 4, N, carries -0.7790; number 5, C, carries 0.2296; number 6, N, carries -0.6817; number 7, N, carries -0.9538; number 8, H, carries 0.1625

=====

No. 5
Formula: C4H11N3
Source: the Open Molecules 2025 dataset
Level of theory: ωB97M-V/def2-TZVPD

As for the max |F|: 0.0411 hartree/bohr. Its total energy is -323.27337 Eh. The structure (SMILES) is [H]/N=C(\N)NCCC.

CARTESIAN COORDINATES (ANGSTROEM)
C (-2.41079, -0.20710, 0.97657)
C (-1.06391, 0.36717, 1.44676)
C (-0.13704, 0.77239, 0.27006)
N (0.38612, -0.38796, -0.41599)
C (1.47713, -0.38697, -1.31508)
N (2.62478, 0.14858, -0.78255)
N (1.30510, -0.92572, -2.45384)
H (-2.33594, -1.28632, 0.78273)
H (-2.86147, 0.19424, 0.07428)
H (-3.13665, -0.13995, 1.78781)
H (-0.63524, -0.27975, 2.20562)
H (-1.25291, 1.35835, 1.87797)
H (-0.69539, 1.43880, -0.39937)
H (0.69437, 1.35717, 0.66893)
H (-0.29077, -0.98646, -0.87348)
H (2.60725, 0.08627, 0.22264)
H (3.53277, 0.04437, -1.19042)
H (2.19258, -1.16712, -2.88264)

Atoms 1-2, force components in eV/Å:
0.1040 -1.1349 0.5470
-0.6476 1.4791 -1.3640

Atom charges from the natural (NBO) analysis, given in e for atoms 1 to 8: number 1, C, carries -0.6227; number 2, C, carries -0.3969; number 3, C, carries -0.2053; number 4, N, carries -0.6536; number 5, C, carries 0.5837; number 6, N, carries -0.8413; number 7, N, carries -0.7693; number 8, H, carries 0.2029

=====

No. 6
Formula: C4H11N3
Source: the Open Molecules 2025 dataset
Level of theory: ωB97M-V/def2-TZVPD

As for the max |F|: 0.0511 hartree/bohr. Its total energy is -323.22790 Eh. The structure (SMILES) is N/C=C(\N)CCN.

CARTESIAN COORDINATES (ANGSTROEM)
C (0.14443, 1.46540, 1.51382)
C (-0.62093, 0.17556, 1.24901)
C (-0.36841, -0.58159, -0.05750)
C (-0.54373, 0.04115, -1.22814)
N (-0.59485, -0.67245, -2.45718)
N (0.25227, -1.86821, 0.02042)
N (1.51912, 1.42219, 0.97128)
H (-0.50217, 2.26662, 1.12366)
H (0.30061, 1.66117, 2.55061)
H (-1.71817, 0.14905, 1.41703)
H (-0.27784, -0.45356, 2.10649)
H (-0.84381, 1.07436, -1.40956)
H (0.22462, -1.26896, -2.61686)
H (-0.57777, -0.05277, -3.26348)
H (0.11679, -2.24503, 0.94786)
H (-0.26943, -2.47897, -0.60912)
H (1.67196, 1.92301, 0.10766)
H (2.01240, 0.52778, 0.82634)

Atoms 1-2, force components in eV/Å:
0.2252 -0.0917 -1.6635
0.1374 -2.2629 1.3264

Atom charges from the natural (NBO) analysis, given in e for atoms 1 to 8: number 1, C, carries -0.2140; number 2, C, carries -0.4486; number 3, C, carries 0.1037; number 4, C, carries -0.0948; number 5, N, carries -0.8345; number 6, N, carries -0.8210; number 7, N, carries -0.8698; number 8, H, carries 0.1901